Molecular formula: C3H4N4
Method: DFT, ωB97M-V with the def2-TZVPD basis set

Element x y z (Å)
C (-0.509, 0.021, 0.863)
C (0.394, -0.377, -0.252)
N (0.790, -1.452, -0.838)
C (0.504, -2.649, -0.380)
N (0.184, -3.517, 0.292)
H (-0.680, -0.395, 1.803)
H (-1.490, -0.065, 0.448)
H (-0.319, 1.080, 1.091)
H (0.793, 0.441, -0.813)
N (0.160, -2.758, -3.907)
N (-0.283, -3.762, -3.855)

- energy (hartree) = -335.71238
- ΔE to the lowest compared entry with this formula, charge and spin (kJ/mol) = 160.0
- strongest force on any atom (eV/Å) = 2.398
- total charge = 0
- LUMO (eV) = 0.039
- SMILES = C/C=N\C#N.N#N
- multiplicity = 1